{
  "formula": "C48H84N12",
  "method": "wB97M-V/def2-TZVPD",
  "de_lowest_kcal_mol": 22.2,
  "homo_lumo_gap_ev": 11.5,
  "e_lumo_ev": 0.3,
  "smiles": "CCCC#N.CCCC#N.CCCC#N.CCCC#N.CCCC#N.CCCC#N.CCCC#N.CCCC#N.CCCC#N.CCCC#N.CCCC#N.CCCC#N",
  "energy_ev": -69017.5764,
  "charge": 0,
  "species": ["N", "N", "N", "N", "N", "N", "N", "N", "N", "N", "N", "N", "C", "C", "C", "C", "C", "C", "C", "C", "C", "C", "C", "C", "C", "C", "C", "C", "C", "C", "C", "C", "C", "C", "C", "C", "C", "C", "C", "C", "C", "C", "C", "C", "C", "C", "C", "C", "C", "C", "C", "C", "C", "C", "C", "C", "C", "C", "C", "C", "H", "H", "H", "H", "H", "H", "H", "H", "H", "H", "H", "H", "H", "H", "H", "H", "H", "H", "H", "H", "H", "H", "H", "H", "H", "H", "H", "H", "H", "H", "H", "H", "H", "H", "H", "H", "H", "H", "H", "H", "H", "H", "H", "H", "H", "H", "H", "H", "H", "H", "H", "H", "H", "H", "H", "H", "H", "H", "H", "H", "H", "H", "H", "H", "H", "H", "H", "H", "H", "H", "H", "H", "H", "H", "H", "H", "H", "H", "H", "H", "H", "H", "H", "H"],
  "positions_angstrom": [[-2.0032, 2.6460, -4.4823], [4.9558, 0.1487, 2.3145], [1.4226, 3.4844, -1.5813], [-4.0832, 6.6856, 3.1862], [-1.2343, 2.1284, 0.6345], [-3.6409, -1.7761, -0.2123], [-0.4446, 4.9459, 4.6287], [-7.0980, -0.6575, 1.4503], [4.0405, -3.0123, -1.2345], [-1.6407, -5.3430, 2.6838], [5.5496, 1.6002, -5.1447], [5.2447, -2.7244, 6.5799], [1.0112, 4.1588, -2.4123], [-3.4738, 6.1897, 2.3515], [2.7057, 6.0412, -3.7675], [2.6472, -3.8325, 3.7996], [-4.8565, 0.6208, 1.7817], [0.2627, 0.4819, -0.7013], [1.3807, 5.7082, -4.4298], [1.1692, -1.3468, 0.7584], [5.9302, -4.6342, -0.4426], [2.1245, 2.6283, 1.8183], [1.1209, -5.2445, -1.3998], [-5.1749, -4.9211, -0.7269], [-2.7785, 1.8076, -4.4031], [2.0919, 1.2738, -5.5698], [3.1277, 2.4018, -5.6794], [3.4852, -2.5922, 3.5794], [-4.0951, -5.8949, -0.2086], [-5.2783, -3.7410, 0.2501], [-1.3474, 4.2404, 4.6579], [-4.3583, -2.6475, -0.0147], [0.1345, -0.9742, -0.3158], [-3.4391, 5.3562, -0.0162], [4.3337, 2.5504, 3.1094], [-5.9233, 2.9446, 1.8465], [0.4013, 4.9514, -3.4861], [-2.6784, 5.5296, 1.3120], [-2.4903, -1.2161, -3.1072], [-3.7114, 0.6903, -4.2742], [-0.5969, 1.4151, 0.0022], [-6.1111, -0.1017, 1.6383], [-2.5020, 4.9182, -1.1327], [-0.0128, -5.0595, -0.4119], [-0.7603, -5.4034, 1.9431], [6.5573, -7.0947, -0.2114], [-2.2050, 1.9720, 4.0739], [5.5413, -6.0767, -0.7472], [4.8750, -3.7128, -0.8818], [5.1199, -2.8028, 5.4405], [-2.4824, 3.3297, 4.7356], [4.6760, 1.2080, 2.6696], [-0.7653, 1.5087, 4.1527], [0.3616, -5.5017, 1.0038], [4.4796, 1.9590, -5.3677], [4.9447, -2.8508, 3.9915], [1.8282, 0.8875, -4.1208], [-3.5372, -0.0981, -2.9683], [-4.9445, 2.0249, 1.1477], [2.8103, 2.8346, 3.1634], [1.6948, -3.8148, 3.2604], [2.5027, 3.2805, 1.0316], [6.8774, -4.3317, -0.8892], [-0.8527, -1.2299, 0.0890], [-6.1224, -5.4514, -0.6711], [-3.0255, 4.8249, -2.0882], [-3.4963, 0.0291, -5.1241], [-4.9002, -4.5973, -1.7266], [2.8438, 3.2133, -5.0087], [-5.2604, -4.1058, 1.2776], [-2.0243, 3.9635, -0.9245], [-3.3705, 3.7879, 4.2992], [-0.2763, 5.6375, -2.9791], [-2.8647, 1.1734, 4.4082], [6.5728, -7.0735, 0.8777], [-1.7399, 6.0670, 1.1925], [7.5344, -6.9349, -0.6687], [-3.8973, 6.3159, -0.2786], [-3.2227, -5.3530, 0.1759], [-4.7244, 1.0341, -4.4883], [-0.1618, 4.1971, -4.0413], [-6.2733, -3.2694, 0.1966], [-1.6469, -0.9056, -3.7302], [1.0616, 2.8565, 1.9185], [-0.3187, -4.0057, -0.3955], [2.3389, 2.1809, 3.8981], [-4.4432, -6.3930, 0.6992], [-6.9216, 2.5000, 1.8837], [-2.8926, -2.1283, -3.5509], [-0.9194, -5.5531, -0.7720], [1.1532, -0.5333, 1.4809], [2.7607, 0.4519, -3.7558], [-3.2020, 0.5334, -2.1487], [-2.7047, 3.2162, 5.8018], [0.9890, -2.3307, 1.1943], [0.1453, -1.5917, -1.2182], [3.1486, -4.7566, 3.5105], [-4.4944, -0.5527, -2.7224], [-5.2901, 1.9034, 0.1174], [5.3101, -3.8018, 3.5939], [1.2770, 0.8402, -0.4791], [4.5693, -6.2713, -0.2880], [0.5873, -6.5715, 0.9783], [3.0868, 2.7833, -6.7002], [4.7563, 3.3015, 2.4391], [2.0413, -4.7448, -1.0883], [5.4426, -6.2729, -1.8163], [2.3986, 0.3963, -6.1397], [2.1721, 1.5855, 1.4972], [5.6273, -2.1295, 3.5322], [1.1760, -4.8722, 1.3561], [3.5226, -2.3771, 2.5067], [-2.4086, 2.1267, 3.0073], [1.3715, -6.3069, -1.4759], [1.1774, 1.6546, -6.0346], [-4.5643, 0.7798, 2.8192], [3.2634, 5.1366, -3.5255], [0.2138, 0.7063, -1.7687], [-4.2794, 4.6824, 0.1538], [-6.0422, 3.8632, 1.2638], [-4.1010, 0.0113, 1.2846], [-3.9292, 2.4251, 1.1125], [2.5570, 6.6251, -2.8585], [0.9470, 0.2833, -3.9182], [-2.1316, -1.4584, -2.1077], [-5.6725, 3.2731, 2.8573], [-0.4079, 1.5088, 5.1870], [6.2770, -8.1042, -0.5174], [2.3315, -3.9409, 4.8421], [1.6545, 1.7999, -3.5404], [4.7515, 2.7390, 4.0990], [-0.1217, 2.1881, 3.5975], [2.1518, -1.4515, 0.2876], [0.8603, -4.8482, -2.3788], [-0.6804, 0.4993, 3.7539], [2.6926, 3.8820, 3.4372], [3.1753, -1.6644, 4.0535], [3.3389, 6.6368, -4.4285], [-3.7597, -6.5930, -0.9717], [6.0266, -4.4991, 0.6391], [0.8460, 6.5951, -4.7631], [-2.4884, 4.5254, 1.7095], [-1.7878, 5.7299, -1.2945], [1.5282, 5.0637, -5.2972]],
  "forces_ev_per_angstrom": [[0.3, 0.4, 0.0], [-0.2, 0.3, 0.2], [0.2, -0.1, 0.2], [-0.2, 0.1, 0.2], [-0.3, 0.2, 0.1], [0.2, 0.2, -0.1], [0.2, 0.1, -0.1], [-0.1, -0.1, 0.0], [-0.3, 0.2, -0.1], [0.3, 0.0, -0.4], [-0.3, 0.1, 0.0], [-0.1, 0.0, -0.1], [0.0, 0.2, -0.3], [0.2, 0.0, -0.3], [0.1, 0.3, -0.3], [-1.2, 0.0, 0.7], [0.3, 0.6, -0.2], [0.9, 0.9, -0.5], [-0.3, -0.6, 0.5], [0.1, -0.2, -1.2], [-0.3, 0.2, 0.1], [-0.4, 0.0, 0.2], [0.4, -0.3, 0.2], [0.9, -0.5, 1.1], [-0.2, -0.4, 0.1], [-0.8, 0.0, 0.0], [-0.5, -0.3, -0.2], [1.0, -0.3, -1.0], [0.2, 0.6, 0.4], [-1.5, 0.3, -0.3], [-0.2, 0.1, -0.1], [0.2, -0.5, 0.5], [-0.8, -1.1, 0.4], [-0.1, 0.6, 0.2], [-0.7, 0.8, 0.3], [-0.5, 0.6, -0.2], [0.3, -0.3, 0.1], [-0.6, -0.6, 0.2], [0.0, 0.2, 0.1], [0.1, -0.2, -0.7], [-0.1, -0.2, 0.3], [-0.1, 0.0, 0.2], [-0.5, 0.3, -0.3], [-0.6, 0.8, -0.3], [-0.3, 0.3, 0.3], [-0.4, 0.0, -0.3], [0.2, 0.3, -1.1], [0.3, -0.8, 0.1], [0.5, -0.1, 0.0], [0.2, -0.1, 0.1], [-0.4, -0.5, 0.7], [0.2, -0.4, -0.2], [0.1, 0.1, 0.5], [-0.8, -0.3, -0.4], [0.5, 0.0, 0.0], [0.4, 0.2, -0.3], [0.5, 0.9, 0.2], [0.3, -0.5, -0.3], [0.0, -0.5, -0.2], [0.3, -0.4, -0.6], [0.1, 0.2, -0.1], [0.2, -0.1, 0.0], [0.0, -0.1, -0.1], [-0.1, 0.5, 0.0], [-0.1, 0.1, -0.6], [-0.1, -0.1, 0.1], [0.0, 0.0, 0.1], [-0.4, 0.1, -0.1], [0.1, 0.0, 0.0], [0.6, 0.2, 0.1], [0.3, 0.1, 0.1], [0.1, 0.2, 0.0], [-0.2, 0.0, -0.2], [-0.2, 0.3, 0.3], [0.4, 0.0, 0.0], [0.1, -0.1, 0.0], [0.1, 0.2, 0.4], [0.1, 0.0, 0.0], [0.0, 0.1, -0.4], [0.0, 0.2, 0.4], [-0.4, 0.4, -0.1], [0.2, -0.1, -0.2], [0.0, 0.1, 0.1], [0.0, 0.1, 0.0], [0.2, 0.0, 0.2], [0.0, 0.2, 0.2], [-0.2, -0.4, -0.3], [0.1, -0.1, 0.1], [-0.1, 0.1, 0.0], [0.1, -0.3, 0.2], [0.3, -0.3, 0.4], [-0.3, -0.3, 0.4], [-0.4, 0.3, 0.0], [0.1, 0.0, 0.0], [-0.3, 0.2, 0.3], [0.6, 0.0, 0.1], [0.2, 0.1, -0.1], [0.0, 0.2, 0.3], [0.2, 0.0, -0.1], [-0.2, -0.2, 0.3], [0.0, -0.1, 0.1], [0.0, 0.0, -0.1], [0.6, 0.2, 0.1], [0.3, 0.1, 0.0], [0.3, -0.3, -0.1], [-0.1, 0.2, 0.1], [-0.1, 0.4, 0.0], [0.1, 0.1, -0.1], [0.2, 0.0, -0.1], [-0.3, 0.3, 0.2], [0.2, -0.4, 0.2], [0.0, 0.1, 0.1], [-0.1, -0.2, 0.0], [-0.1, 0.0, -0.2], [0.0, -0.1, 0.0], [-0.2, -0.5, 0.2], [0.0, 0.0, 0.2], [-0.4, -0.3, 0.0], [0.1, -0.2, -0.1], [0.0, 0.0, 0.1], [0.1, 0.1, 0.1], [0.0, 0.1, 0.0], [0.0, -0.1, 0.1], [0.2, -0.5, -0.4], [0.1, -0.1, -0.2], [0.3, -0.3, 0.0], [0.0, -0.1, 0.0], [-0.2, 0.0, 0.1], [0.3, -0.1, 0.0], [0.1, -0.1, 0.0], [0.2, -0.2, 0.0], [0.0, -0.1, -0.1], [0.1, 0.4, 0.2], [0.0, -0.1, -0.1], [0.1, 0.0, -0.1], [-0.1, -0.1, 0.4], [-0.5, -0.2, 0.2], [-0.1, 0.0, 0.0], [-0.1, -0.2, 0.1], [0.1, 0.0, 0.0], [0.1, 0.1, -0.1], [0.5, 0.1, -0.1], [0.3, -0.3, 0.1], [0.1, 0.2, -0.1]]
}



{
  "formula": "C48H84N12",
  "method": "wB97M-V/def2-TZVPD",
  "de_lowest_kcal_mol": 105.3,
  "homo_lumo_gap_ev": 10.9,
  "e_lumo_ev": 0.0,
  "smiles": "CCCC#N.CCCC#N.CCCC#N.CCCC#N.CCCC#N.CCCC#N.CCCC#N.CCCC#N.CCCC#N.CCCC#N.CCCC#N.CCCC#N",
  "energy_ev": -69013.9742,
  "charge": 0,
  "species": ["N", "N", "N", "N", "N", "N", "N", "N", "N", "N", "N", "N", "C", "C", "C", "C", "C", "C", "C", "C", "C", "C", "C", "C", "C", "C", "C", "C", "C", "C", "C", "C", "C", "C", "C", "C", "C", "C", "C", "C", "C", "C", "C", "C", "C", "C", "C", "C", "C", "C", "C", "C", "C", "C", "C", "C", "C", "C", "C", "C", "H", "H", "H", "H", "H", "H", "H", "H", "H", "H", "H", "H", "H", "H", "H", "H", "H", "H", "H", "H", "H", "H", "H", "H", "H", "H", "H", "H", "H", "H", "H", "H", "H", "H", "H", "H", "H", "H", "H", "H", "H", "H", "H", "H", "H", "H", "H", "H", "H", "H", "H", "H", "H", "H", "H", "H", "H", "H", "H", "H", "H", "H", "H", "H", "H", "H", "H", "H", "H", "H", "H", "H", "H", "H", "H", "H", "H", "H", "H", "H", "H", "H", "H", "H"],
  "positions_angstrom": [[4.8137, -8.2015, 8.2907], [3.3137, -3.4166, 5.2175], [-0.5971, -6.0381, 16.9987], [8.9567, -9.8025, 12.2596], [3.9849, -2.7797, 12.4005], [-3.0662, -9.0130, 12.7689], [5.5249, -12.5153, 10.7242], [0.9657, -2.7240, 18.8276], [2.8059, -8.7341, 12.3399], [0.6027, -12.4039, 17.5998], [-0.6419, 1.8073, 12.6620], [4.9225, -8.4224, 17.2465], [4.2181, -7.5133, 17.4367], [1.0108, -2.9269, 16.2308], [8.2350, -0.1727, 12.9789], [-1.7312, -5.6985, 20.2403], [-0.1094, -9.6851, 15.5840], [2.6412, -6.0524, 12.6051], [1.5154, -8.9787, 8.9844], [-2.1350, -9.3818, 12.1393], [5.1682, -4.7076, 6.5752], [4.8241, -2.0286, 12.8005], [6.9618, -8.2853, 11.2906], [0.9514, -2.7784, 17.6804], [-0.4119, 1.1073, 11.7462], [3.8526, -8.8819, 8.3650], [4.0583, -4.9909, 17.5602], [4.1553, -3.9802, 5.7947], [8.0623, -9.1606, 11.8009], [-0.7859, -10.3398, 16.7639], [4.9082, -11.3495, 13.0341], [6.7759, -7.0957, 12.1682], [-0.4734, -2.0098, 12.0245], [4.5984, -4.4814, 16.2450], [0.3522, -6.2465, 13.7453], [-2.8595, -5.3960, 21.2172], [6.3010, -7.4431, 13.5794], [1.1911, -5.5358, 12.7150], [2.7263, -7.5630, 12.4438], [0.8530, -7.9196, 8.2243], [2.5671, -12.3593, 13.1317], [3.9954, -4.7100, 8.7763], [-0.2116, 0.2446, 10.5988], [-0.0788, -11.4833, 17.2720], [3.9028, -12.2446, 13.8920], [3.2979, -6.3335, 17.5153], [1.4080, -9.6073, 15.9440], [7.1533, -1.2994, 12.7947], [2.6964, -9.7166, 8.4601], [1.8235, -1.7261, 15.6099], [-0.9029, -11.2498, 10.8651], [1.1936, -0.3720, 15.8381], [0.4100, -1.1691, 10.9843], [-1.0188, -9.8331, 11.3379], [-2.2442, -6.3033, 18.9543], [5.2580, -4.3602, 8.0264], [5.7724, -0.9922, 13.3076], [-1.3067, -6.1385, 17.8706], [5.1915, -11.9682, 11.7389], [-2.1423, -11.6207, 10.0782], [5.1965, -3.5741, 16.3288], [4.3704, -13.2139, 14.0644], [8.5060, -0.0211, 14.0237], [1.7499, 0.1573, 16.6117], [3.4067, -4.2027, 17.9373], [1.5577, -7.1025, 8.0700], [1.2200, 0.2119, 14.9180], [-2.9785, -11.4233, 10.7489], [7.0518, -1.4633, 11.7219], [-1.2666, -2.5148, 11.4732], [-1.1268, -9.6540, 17.5396], [6.1927, -6.4032, 11.5612], [3.1526, -5.8741, 13.5511], [4.8930, -5.0997, 18.2527], [2.8715, -1.5606, 15.8599], [5.2274, -7.6245, 13.6317], [5.9859, -8.7685, 11.3390], [0.1603, -0.4069, 16.1830], [1.7811, -8.5584, 9.9544], [-0.8464, -11.9170, 11.7252], [1.9855, -11.4374, 13.1290], [1.4580, -9.1563, 16.9350], [3.8578, -5.7880, 8.8605], [5.3349, -3.2761, 8.1097], [0.3142, -7.2756, 13.3881], [1.6895, -1.8077, 14.5312], [0.0103, -2.8234, 12.5650], [-0.9339, -1.3115, 12.7234], [0.6858, -9.6650, 9.1543], [-0.9882, -6.2876, 20.7780], [1.4711, -3.8548, 15.8915], [3.1209, -4.2276, 8.3398], [-0.1528, -10.4182, 14.7786], [-3.1843, -5.7796, 18.7814], [-2.5637, -5.0146, 22.1945], [-2.2050, -10.9815, 9.1975], [-1.2664, -4.7707, 19.9067], [3.3930, -5.5622, 11.9865], [5.3688, -0.0386, 12.9670], [-2.4724, -7.3657, 19.0402], [0.7031, -5.3941, 11.7506], [-2.1714, -12.6743, 9.8002], [-0.0065, -7.4218, 8.6732], [3.7929, -11.6315, 14.7865], [6.0755, -4.2752, 6.1535], [2.6184, -6.3190, 16.6631], [5.0607, -5.7582, 6.3054], [1.9805, -13.2151, 13.4661], [-0.5217, -8.6907, 15.4125], [0.5164, 0.7228, 9.9434], [2.8220, -6.4480, 18.4892], [2.4815, -10.2107, 7.5126], [-0.9561, -9.0802, 10.5522], [-1.6736, -10.8495, 16.3894], [0.5550, -1.7469, 10.0716], [5.2512, -5.1965, 15.7444], [6.5956, -6.6271, 14.2393], [2.9493, -10.5288, 9.1417], [-0.0035, -2.8653, 15.8364], [1.8634, -8.9446, 15.2081], [7.5665, -2.1717, 13.3012], [-3.4981, -4.5831, 20.8716], [9.0997, -0.3261, 12.3332], [0.0061, -11.5085, 10.3220], [-0.1589, -9.7936, 12.0066], [3.7427, -4.4418, 15.5710], [7.7490, -6.6412, 12.3544], [7.2427, -8.1489, 10.2463], [1.3330, -1.0832, 11.5578], [5.6636, -1.0495, 14.3906], [2.6750, -12.5404, 12.0623], [1.2648, -4.5180, 13.0982], [-3.4872, -6.2780, 21.3443], [4.5881, -10.3175, 12.8903], [0.5116, -8.1702, 7.2199], [-1.1810, 0.1505, 10.1093], [-0.6879, -6.0236, 13.9831], [4.1206, -4.3740, 9.8056], [7.8346, 0.8058, 12.7136], [6.1627, -4.7498, 8.4930], [2.0687, -10.4723, 15.8860], [5.8002, -11.3966, 13.6587], [0.9603, -6.3035, 14.6481], [6.7930, -8.3952, 13.7788]],
  "forces_ev_per_angstrom": [[-3.0, -1.9, 0.3], [1.6, -1.0, 0.9], [1.8, 0.3, -2.0], [-3.6, 2.6, -1.9], [3.6, 3.0, 1.7], [3.1, -1.1, -2.0], [-1.8, 2.5, 4.5], [-0.1, 0.2, 0.0], [-0.3, 3.3, 0.3], [-2.9, 3.5, -1.2], [0.7, -1.9, -2.4], [-1.2, 1.6, 0.5], [0.7, -0.8, -1.2], [1.1, 1.5, -0.5], [-1.3, 0.2, 0.1], [0.4, 0.9, 0.8], [2.3, -1.3, 0.8], [0.2, -1.6, 0.9], [-1.8, -0.6, 1.9], [-3.9, 0.5, 2.2], [0.7, 0.7, -1.6], [-3.6, -2.5, -1.5], [0.7, -1.8, 0.1], [0.2, -0.8, 0.1], [-0.8, 2.0, 2.8], [4.0, 2.6, -0.6], [0.7, 0.1, 0.4], [-2.1, 0.9, -0.3], [2.7, -2.5, 2.0], [-2.0, -0.6, -0.3], [-0.2, -1.4, 0.9], [1.0, 1.3, 0.1], [-0.4, 0.8, -1.6], [0.0, -1.1, -0.7], [0.8, -2.1, -0.2], [-0.5, 0.4, 0.0], [-0.4, -0.1, -1.0], [0.0, 2.0, -0.2], [0.2, -1.8, -0.4], [0.3, 2.4, -2.0], [-0.1, -0.4, -0.1], [0.3, -0.5, 1.0], [1.0, -1.4, 0.4], [3.9, -3.9, 1.9], [-0.2, 1.7, -2.0], [1.3, 0.0, 0.5], [-0.2, 1.6, -0.8], [1.8, 1.1, -0.2], [-0.3, -1.0, -0.3], [-1.3, 0.1, -0.9], [-1.3, -1.6, -0.2], [-0.3, 0.8, 0.8], [-1.2, -0.5, 1.7], [1.7, 0.7, 0.6], [-0.6, -0.5, 0.6], [-1.0, 0.6, 0.7], [-1.2, -0.9, 0.1], [-1.6, -0.3, 1.3], [2.0, -2.4, -4.3], [0.0, -0.2, 0.1], [-0.5, 0.2, 0.0], [-0.1, 0.2, 0.2], [0.3, -0.5, 0.0], [-0.2, 0.3, 0.0], [-0.2, -0.2, 0.3], [0.1, 0.3, -0.2], [0.0, 0.2, 0.1], [-0.3, 0.0, -0.3], [0.2, -0.4, 0.0], [-0.3, 0.1, 0.0], [0.3, 0.0, 0.1], [-0.3, 0.3, 0.5], [-0.3, -0.1, 0.6], [-0.1, 0.1, 0.3], [0.1, -1.1, 0.1], [-0.1, 0.1, 0.1], [0.2, -0.8, -0.4], [-0.1, -0.1, -0.1], [0.0, -0.2, 0.2], [-0.1, 0.1, 0.3], [-0.1, 0.1, 0.6], [0.5, 0.1, 0.0], [-0.2, -0.1, -0.3], [0.3, 0.2, -0.2], [-0.2, -0.5, 0.2], [0.7, -0.8, -0.1], [0.6, 0.4, -0.1], [0.0, -0.1, 0.2], [0.4, -0.7, 0.4], [0.2, -0.2, -0.4], [-0.2, -0.2, 0.5], [0.0, -0.1, 0.0], [-0.5, 0.6, -0.6], [0.0, -0.1, -0.7], [0.5, -0.4, 0.0], [-0.3, -0.1, -0.1], [0.3, 0.2, 0.5], [-0.8, 0.1, -0.9], [0.2, 0.1, 0.0], [-0.1, -0.1, 0.1], [0.1, -0.5, -0.2], [0.0, 0.1, -0.1], [0.0, -0.4, 0.6], [-0.1, -0.6, 0.3], [0.5, -0.7, -0.4], [-0.3, -0.4, 0.3], [0.3, -0.1, 0.4], [-0.2, 0.2, 0.4], [0.0, -0.3, -0.4], [-0.3, 0.1, -0.2], [-0.6, 0.1, -0.3], [0.1, 0.2, -0.2], [0.4, -0.1, -0.2], [-0.7, 0.4, 0.0], [0.2, 0.1, 0.1], [0.2, -0.3, 0.2], [-0.1, -0.4, 0.3], [0.0, -0.1, 0.2], [0.0, -0.1, -0.1], [0.2, 0.4, 0.2], [-0.3, -0.3, -0.3], [-0.2, -0.1, -0.5], [0.0, -0.3, 0.3], [0.2, 0.8, -0.1], [0.4, 1.0, 0.0], [0.0, 0.8, -0.3], [0.1, 0.3, -0.4], [-0.4, 0.6, 0.0], [0.4, 0.6, -0.7], [0.3, 0.3, 0.1], [0.6, -0.2, -0.1], [0.4, 0.3, -0.2], [-0.1, 0.0, 0.2], [-0.2, -0.2, 0.2], [0.1, -0.5, -0.1], [0.1, -0.2, -0.2], [0.3, 0.9, -0.3], [-0.3, 0.2, 0.1], [-0.2, 0.0, -0.4], [-0.1, -0.4, -0.2], [-0.8, -0.5, 0.3], [0.4, 0.4, -0.4], [-0.4, 0.1, 0.4], [0.1, 0.2, 0.8]]
}